Record 1
A molecular structure, C32H44N8O7S4Ti in a non-equilibrium geometry, computed with wB97M-V/def2-TZVPD.

Structure (XYZ):
```
96
Properties=species:S:1:pos:R:3:forces:R:3
Ti 0.280 0.513 -0.238 0.4 0.0 0.6
O 2.017 0.599 -0.413 2.1 0.2 -0.4
C 2.947 0.768 -1.345 0.8 0.0 -0.8
C 4.250 1.128 -0.995 -0.3 0.0 0.3
C 5.226 1.277 -1.958 0.0 0.0 -0.1
C 4.920 1.086 -3.302 0.0 0.0 0.0
C 3.635 0.743 -3.665 -0.1 0.0 0.0
C 2.634 0.565 -2.704 0.1 0.1 0.3
C 1.296 0.127 -3.067 -0.2 -0.1 0.0
N 0.281 -0.119 -2.232 0.2 0.3 -0.4
C -0.769 -0.598 -2.989 -0.1 -0.1 -0.1
C -0.389 -0.641 -4.289 -0.2 0.0 0.1
N 0.906 -0.182 -4.321 0.1 0.1 0.2
H 4.462 1.287 0.056 0.1 0.0 0.0
H 6.232 1.544 -1.666 0.0 0.0 0.0
H 5.686 1.205 -4.056 0.0 0.0 0.0
H 3.411 0.620 -4.717 0.0 0.0 0.0
H -1.691 -0.916 -2.539 0.0 0.0 0.0
H -0.925 -0.938 -5.173 0.0 0.0 0.0
H 1.470 -0.083 -5.148 0.0 0.0 0.0
C -0.260 -2.184 5.704 0.2 -0.2 -0.2
C -1.521 -2.014 4.863 0.1 0.2 -0.3
S -1.414 -1.192 3.241 0.1 0.0 0.0
C -1.099 0.553 3.644 0.1 -0.5 0.0
C 0.322 0.909 4.064 0.3 0.0 -0.2
S 1.702 0.617 2.886 -0.6 -0.5 0.1
C 1.968 -1.179 3.044 0.2 0.3 0.1
C 2.252 -1.690 4.461 -0.3 -0.3 -0.1
S 1.148 -3.064 4.944 -0.1 0.2 0.1
H -0.534 -2.796 6.565 0.0 0.1 0.1
H 0.116 -1.237 6.086 -0.1 0.0 0.1
H -2.278 -1.486 5.446 0.0 -0.1 0.0
H -1.917 -2.995 4.598 -0.1 0.0 0.1
H -1.795 0.834 4.439 0.0 0.2 0.0
H -1.368 1.086 2.732 -0.1 0.1 0.0
H 0.586 0.410 4.993 0.0 0.1 0.1
H 0.376 1.984 4.252 0.0 0.0 0.1
H 2.802 -1.386 2.370 0.0 0.0 0.0
H 1.084 -1.658 2.651 -0.1 -0.1 -0.1
H 2.164 -0.910 5.215 0.1 0.0 0.0
H 3.259 -2.097 4.534 0.0 0.0 0.0
O 0.333 2.464 -1.246 -0.2 0.1 0.1
C 0.242 2.956 -0.109 -0.2 1.1 -0.2
O 0.238 2.218 0.920 -0.1 0.3 0.2
C 0.142 4.468 0.118 0.4 -0.4 -0.3
N -0.657 4.681 1.370 -0.6 -0.9 -0.5
C -0.133 5.904 2.017 0.3 0.5 0.3
C 1.369 5.699 1.860 -0.1 -0.1 -0.2
C 1.510 5.128 0.436 0.1 0.0 0.0
H -0.347 4.925 -0.740 -0.2 0.0 0.2
H -0.437 3.854 1.941 0.0 0.0 0.1
H -1.664 4.588 1.155 0.1 0.4 0.1
H -0.460 5.980 3.050 -0.1 -0.1 0.0
H -0.482 6.774 1.462 -0.1 -0.1 0.0
H 1.722 4.975 2.598 0.0 0.0 0.0
H 1.927 6.621 1.994 0.0 0.0 0.0
H 2.320 4.403 0.374 0.0 0.0 0.0
H 1.716 5.918 -0.281 0.0 0.0 0.0
C -3.005 4.355 -6.586 -0.1 -0.1 0.0
C -3.454 4.023 -5.192 -0.1 0.1 0.0
C -4.545 4.681 -4.623 0.1 -0.1 0.0
C -4.904 4.451 -3.307 -0.1 -0.1 0.1
C -4.163 3.549 -2.556 -0.1 0.1 0.3
C -3.121 2.827 -3.119 0.1 0.1 -0.1
C -2.776 3.067 -4.437 0.0 0.0 0.1
S -4.476 3.450 -0.818 0.8 0.7 0.6
O -3.185 3.348 -0.153 0.1 -0.3 -0.3
O -5.304 4.549 -0.429 -0.3 -0.2 -0.3
N -5.295 2.083 -0.493 0.0 -0.1 0.0
C -4.751 0.758 -0.815 0.4 -0.1 0.2
C -3.872 0.136 0.323 0.2 0.5 -0.1
C -2.490 -0.321 -0.125 -1.0 -0.6 -0.5
O -2.305 -1.456 -0.504 -0.1 0.3 0.1
O -1.515 0.594 -0.159 -2.1 -0.3 0.1
H -3.424 3.647 -7.303 0.0 0.0 0.0
H -1.919 4.307 -6.660 0.0 0.0 -0.1
H -3.331 5.352 -6.873 0.0 0.0 0.0
H -5.098 5.406 -5.206 0.0 0.0 0.0
H -5.731 4.974 -2.844 0.1 0.1 0.0
H -2.558 2.135 -2.515 0.2 -0.1 0.1
H -1.942 2.528 -4.872 0.0 0.0 0.0
H -6.280 2.231 -0.676 0.0 -0.2 0.1
H -4.208 0.789 -1.766 -0.1 -0.1 0.1
H -5.612 0.110 -0.958 0.0 0.0 -0.1
H -4.380 -0.747 0.700 0.1 0.0 0.1
H -3.760 0.870 1.118 -0.1 0.0 0.0
N 0.969 -5.893 -0.863 0.1 -0.1 -0.1
C 1.197 -4.590 -0.974 0.2 0.4 -0.2
N 2.081 -4.148 -1.880 0.0 -0.2 0.0
N 0.522 -3.780 -0.182 -0.6 -0.4 0.3
C 0.498 -2.530 -0.054 0.2 0.2 0.3
N 0.407 -1.398 0.230 0.0 -0.7 0.0
H 1.453 -6.568 -1.428 0.0 0.0 0.0
H 0.291 -6.218 -0.194 0.0 0.1 0.0
H 2.628 -4.788 -2.430 0.0 0.0 0.0
H 2.316 -3.172 -1.919 0.0 0.0 0.0
```
Forces are in eV/Å.

Properties
Charge: +2
Relative energy (zero: lowest compared OMol25 entry of this formula, charge and spin), kJ/mol: 80.4


Record 2
2 unconnected molecules or ions with the total composition C4H7NO2, computed with wB97M-V/def2-TZVPD.

Structure (XYZ):
```
14
Properties=species:S:1:pos:R:3:forces:R:3
O -0.812 0.236 -2.291 0.0 0.4 0.4
N -0.744 1.104 -1.437 0.0 -0.3 -0.3
C -0.263 0.683 -0.177 0.1 0.0 0.1
C 0.254 -0.444 0.356 -0.1 0.0 -0.1
C 0.379 0.180 1.721 0.1 0.0 0.1
C -0.135 1.507 1.080 -0.1 0.2 0.0
H 0.486 -1.427 -0.042 -0.1 0.2 0.1
H -0.304 -0.256 2.458 0.1 0.1 -0.1
H 1.388 0.203 2.146 -0.1 0.0 -0.1
H -1.056 1.922 1.497 0.1 -0.1 0.0
H 0.627 2.289 1.022 -0.1 -0.1 0.0
O -0.021 -2.449 -1.783 0.1 0.0 -0.3
H -0.403 -1.590 -2.042 0.1 -0.2 0.0
H 0.869 -2.423 -2.152 -0.1 -0.1 -0.1
```
Forces are in eV/Å.

Properties
Relative energy (zero: lowest compared OMol25 entry of this formula, charge and spin), kJ/mol: 453.7


Record 3
2 unconnected molecules or ions with the total composition C4H11NO2S in a non-equilibrium geometry, computed with wB97M-V/def2-TZVPD.

Structure (XYZ):
```
19
Properties=species:S:1:pos:R:3:forces:R:3
C -0.979 -0.835 -0.898 -1.3 1.8 0.5
C 0.085 -0.195 -0.007 0.2 -1.4 0.7
C 1.473 -0.885 -0.182 0.1 1.3 0.2
S 2.312 -0.890 -1.819 -0.2 -0.2 0.0
N -0.243 -0.365 1.418 -0.1 0.1 -0.1
C -1.239 0.605 1.990 -0.5 -0.3 0.0
O -2.518 0.556 1.582 0.2 0.0 -0.3
H -1.976 -0.591 -0.499 0.3 0.2 0.4
H -0.967 -1.927 -0.845 0.6 0.1 -0.9
H -0.995 -0.250 -1.829 0.3 -1.3 -0.6
H 0.223 0.877 -0.139 -0.3 0.0 -0.4
H 2.050 -0.241 0.484 0.5 -0.4 0.1
H 1.432 -1.870 0.298 -0.1 0.0 -0.3
H -0.680 -1.276 1.469 -0.2 -0.3 0.3
H -1.193 0.359 3.088 0.4 0.4 0.0
H -0.735 1.586 1.780 0.0 0.0 0.4
H 0.570 1.559 -2.119 0.4 -0.4 0.1
H 2.090 1.622 -1.861 -0.3 -0.8 -0.1
O 1.287 2.163 -1.911 0.0 1.3 -0.1
```
Forces are in eV/Å.

Properties
Charge: -2
Relative energy (zero: lowest compared OMol25 entry of this formula, charge and spin), kJ/mol: 94.7


Record 4
4 unconnected molecules or ions with the total composition C2H11NO2S2 in a non-equilibrium geometry, computed with wB97M-V/def2-TZVPD.

Structure (XYZ):
```
18
Properties=species:S:1:pos:R:3:forces:R:3
N -1.071 2.019 1.042 0.2 -1.0 0.9
C -0.441 1.575 -0.185 -1.7 -0.2 -0.9
C 0.964 1.024 0.068 -0.3 0.9 -2.1
S 1.593 0.439 -1.481 0.2 -0.3 1.9
S -1.040 -0.888 2.405 0.2 0.0 -0.9
H -1.169 1.126 1.592 0.0 1.3 -0.1
H -2.038 2.285 0.882 0.1 0.1 -0.2
H -1.081 0.798 -0.690 0.9 0.3 0.2
H -0.399 2.383 -0.921 0.2 0.1 0.3
H 1.649 1.774 0.473 0.0 -0.4 0.4
H 0.745 0.230 0.847 0.0 -0.6 0.4
H -0.390 -0.839 3.554 0.4 0.1 0.4
H 0.119 -1.946 0.825 0.0 -0.3 -0.2
H 1.542 -1.994 0.306 0.1 -0.3 0.0
O 0.646 -2.248 0.058 0.2 0.2 0.0
H -0.896 -1.979 -3.019 0.5 -0.2 0.1
H -0.005 -0.771 -2.448 -0.2 -0.6 -0.2
O -0.892 -1.092 -2.667 -0.7 0.8 0.0
```
Forces are in eV/Å.

Properties
Relative energy (zero: lowest compared OMol25 entry of this formula, charge and spin), kJ/mol: 503.0


Record 5
A molecular structure, C8H16Cl4FO6V in a non-equilibrium geometry, computed with wB97M-V/def2-TZVPD.

Structure (XYZ):
```
36
Properties=species:S:1:pos:R:3:forces:R:3
V 0.609 -1.597 -1.062 -0.6 2.5 3.0
F 0.111 -1.395 0.891 0.5 -0.6 -2.3
C 3.168 1.684 -2.397 0.7 0.1 -0.8
O 3.433 1.737 -0.996 -0.5 -0.2 0.0
C 2.867 0.829 -0.228 1.1 1.3 1.1
O 2.257 -0.149 -0.606 -1.2 -1.4 -1.0
O 3.129 1.145 1.029 -0.7 -0.1 -0.5
C 2.544 0.332 2.060 0.5 -1.1 0.4
H 3.338 0.684 -2.795 -0.3 -0.1 0.1
H 3.916 2.319 -2.869 0.0 0.1 0.2
H 2.195 2.091 -2.668 -0.2 -0.2 0.3
H 2.444 -0.698 1.719 -0.1 0.1 -0.1
H 1.573 0.672 2.411 0.0 0.4 -0.3
H 3.255 0.322 2.883 -0.1 0.3 -0.1
C -2.577 0.086 -3.640 0.1 -0.5 -0.1
O -2.348 1.134 -2.685 0.3 0.3 -0.2
C -1.443 0.986 -1.767 -0.1 0.2 0.2
O -0.823 -0.051 -1.532 0.7 -1.1 -0.4
O -1.283 2.096 -1.090 -0.1 0.0 -0.3
C -0.560 2.047 0.140 0.0 -0.5 1.2
H -1.656 -0.408 -3.956 0.1 0.1 0.3
H -2.989 0.552 -4.529 -0.3 0.1 0.2
H -3.243 -0.642 -3.181 -0.1 0.0 -0.2
H -0.536 1.034 0.548 0.0 0.0 -0.2
H -1.106 2.654 0.859 0.0 0.2 -0.2
H 0.463 2.413 0.078 -0.1 0.2 -0.5
C -3.001 -1.075 1.030 0.1 0.1 0.2
Cl -3.996 -1.271 -0.434 0.1 -0.2 0.1
Cl -3.873 -1.374 2.530 -0.2 0.2 -0.2
H -2.161 -1.757 1.051 0.0 0.0 -0.5
H -2.637 -0.055 0.985 -0.1 0.0 0.3
C -0.208 -2.769 3.545 -0.3 0.0 -0.1
Cl 0.974 -4.086 3.668 -0.1 0.1 -0.1
Cl -1.416 -2.823 4.838 0.3 0.1 0.1
H 0.336 -1.833 3.559 -0.1 0.0 0.2
H -0.756 -2.833 2.613 0.2 -0.2 0.0
```
Forces are in eV/Å.

Properties
Charge: +1
Multiplicity: 4


Record 6
C4H8N2O in the gas phase, computed with wB97M-V/def2-TZVPD.

Structure (XYZ):
```
15
Properties=species:S:1:pos:R:3:forces:R:3
C 1.604 0.335 -0.589 0.0 0.0 0.0
C 0.125 0.087 -0.337 0.2 0.1 0.1
C -1.095 -0.770 -1.466 -0.1 -0.1 0.2
N -0.265 -1.326 -0.442 0.0 -0.1 -0.2
C -0.422 0.790 0.905 0.0 0.1 0.0
O -0.232 1.981 1.074 -0.1 -0.4 0.0
N -1.098 -0.021 1.748 0.0 0.1 0.1
H 1.879 -0.009 -1.591 -0.1 0.0 0.2
H 1.817 1.402 -0.500 0.0 -0.2 0.0
H 2.199 -0.209 0.153 -0.1 0.1 -0.1
H -1.978 -0.382 -0.914 0.1 0.0 -0.1
H -0.362 0.590 -1.277 0.0 0.1 0.0
H 0.505 -1.832 -0.878 -0.1 0.1 0.1
H -1.163 -1.007 1.537 0.0 0.2 0.0
H -1.514 0.372 2.577 0.1 0.0 -0.1
```
Forces are in eV/Å.

Properties
Relative energy (zero: lowest compared OMol25 entry of this formula, charge and spin), kJ/mol: 413.0


no.,energy (Ha)
1,-4652.4978
2,-361.7080
3,-762.3479
4,-1084.2132
5,-3650.2750
6,-341.8464